(1)
60
Properties=species:S:1:pos:R:3:forces:R:3:mulliken_spin:R:1 method="wB97M-V/def2-TZVPD" lumo_ha="-0.32552 / -0.47664" energy_ha=-1443.0158 orbital_gap_ev="8.55 / 5.18" charge=+3 spin_multiplicity=5
H 1.6920 2.6641 -2.0019 0.1 0.2 0.1 0.001
H -2.8770 0.0085 4.5513 -0.1 0.3 0.1 -0.001
H 3.8445 -2.6007 -1.3351 -0.3 -0.3 0.0 0.001
C 2.1623 -1.6733 -0.4630 0.0 -0.1 -1.2 0.010
H -1.7548 5.6322 0.6631 0.1 -0.2 -0.2 0.002
O 0.1908 -1.0188 2.7812 0.1 0.0 -0.1 1.028
H 2.6927 -4.8405 -1.5691 0.0 0.0 -0.1 0.000
H -0.0812 0.2993 -1.0845 -0.5 -0.1 0.7 -0.059
H 2.9564 2.7894 0.3757 0.1 0.1 0.8 0.009
H -2.9804 -2.2747 -1.6297 -0.2 0.2 -0.2 -0.001
C -1.6338 4.5560 0.5538 0.2 0.1 0.2 0.080
H 1.8278 1.0607 -2.6685 0.1 -0.1 0.2 -0.001
N -1.8317 -1.5078 -0.0785 0.4 -0.1 -0.1 0.003
H 0.9883 -1.0722 3.3550 -0.1 0.0 -0.1 -0.022
C -1.2120 1.8151 0.2943 -0.1 -0.5 0.0 -0.024
H -2.5378 2.8594 3.8355 -0.3 -0.4 -0.1 -0.001
C 0.8563 -4.0668 -0.7392 -1.3 0.7 -0.5 0.000
H -3.7355 -2.1311 0.4857 -0.2 0.2 0.2 0.012
N -2.6572 1.8678 3.5688 0.7 0.2 -0.3 0.011
C 2.1723 -3.9762 -1.1807 -0.4 0.3 0.3 0.009
H -1.4273 2.1221 -1.8490 0.0 0.3 0.3 0.006
Tc -0.1635 0.0206 0.5279 -3.4 -1.6 -1.8 2.923
H -1.3616 0.4676 2.6306 -0.5 0.1 -0.2 -0.034
H -3.5104 -0.3561 0.5023 0.3 -0.4 0.1 0.003
C -2.7805 1.0695 4.8117 0.2 -0.1 0.5 0.000
H -4.7360 2.0478 3.3495 0.1 -0.2 -0.1 0.001
C 2.7983 -2.7472 -1.0627 1.1 0.1 0.5 0.001
H -2.7499 -0.4983 -1.6868 0.2 -0.2 -0.2 -0.001
P 1.6350 1.0097 -0.2233 3.3 0.5 -1.4 -0.088
H 2.3460 1.7930 1.8413 0.5 0.4 0.1 -0.003
C -1.4405 3.7906 1.7086 -0.5 -0.1 0.0 -0.003
H -2.7878 -1.4085 1.8082 -0.1 0.1 -0.2 -0.005
H -1.2751 -2.9981 1.2376 0.2 -0.4 -0.2 -0.001
H -1.8260 4.5753 -1.6150 0.0 -0.2 0.5 0.000
H -1.8591 -3.6800 -0.3199 0.2 0.6 0.3 0.003
H 1.2860 2.9480 1.0431 0.2 0.2 -0.1 -0.005
H -0.5333 1.7561 3.4431 -0.2 0.2 0.3 -0.006
H 0.2736 -4.9751 -0.8742 0.3 0.0 0.3 0.000
C 2.1337 2.2775 0.8885 0.0 0.4 0.4 0.032
N 0.8291 -1.7112 -0.2575 0.5 -1.2 1.4 -0.034
C -2.2655 -1.4592 -1.4908 0.0 0.0 -0.3 0.000
H 3.5388 -0.0878 -1.0594 -0.1 -0.7 0.4 0.001
C 0.1683 -2.9057 -0.3391 1.3 -0.1 -0.2 0.047
C -3.0416 -1.3221 0.7442 -0.2 -0.3 0.0 0.022
C 2.8911 -0.3734 -0.2080 -0.1 0.3 -0.3 0.017
C -1.3775 1.5529 2.7789 -0.2 0.1 1.2 0.031
C -1.3469 2.4008 1.5620 0.5 0.7 -0.5 -0.024
H 3.5706 -0.3977 0.6640 -0.6 -0.1 -0.1 0.002
C -3.8867 1.7345 2.7397 -0.3 0.1 -0.2 0.002
H -3.8091 2.3874 1.8718 0.0 -0.1 0.1 0.001
H -1.4281 -1.6553 -2.1721 -0.1 0.3 0.2 0.001
C -1.6752 3.9571 -0.7212 -0.1 0.2 0.0 -0.028
H -3.6637 1.4233 5.3485 0.1 -0.2 0.0 0.000
C -1.4679 2.5907 -0.8618 0.6 -0.1 0.5 0.096
H 3.2340 1.7059 -1.7819 -0.6 0.4 -0.1 -0.001
H -3.9871 0.6906 2.4218 0.0 0.3 0.2 -0.001
C -1.2524 -2.8716 0.1446 -0.3 0.2 0.4 -0.009
C 2.1281 1.6856 -1.8224 -0.5 -0.1 -0.6 -0.003
H -1.4223 4.2493 2.7257 0.0 -0.1 -1.0 0.001
H -1.8885 1.2296 5.4230 -0.2 -0.1 0.0 0.000

(2)
8
Properties=species:S:1:pos:R:3:forces:R:3:mulliken_charge:R:1 method="wB97M-V/def2-TZVPD" lumo_ha=-0.02142 relative_energy_kcal_mol=69.6 energy_ha=-701.2295 orbital_gap_ev=8.94
O 3.0989 -0.4389 -1.8033 0.4 -0.4 0.0 -0.430
H -0.6392 0.1717 -1.9071 -0.4 0.7 -0.1 0.319
H -0.0363 0.2579 0.0327 -0.8 0.5 -1.1 0.246
S 3.4943 -1.8087 -1.5927 -0.2 0.8 -1.6 0.760
C -0.3379 -0.1765 -0.9496 4.8 -5.1 0.8 -0.737
O 1.3187 -2.1571 -0.6093 -1.6 0.6 -0.8 -0.428
O 4.3859 -2.1004 -0.5393 0.8 -0.2 1.1 -0.390
C 0.6170 -1.2922 -0.9751 -3.0 3.1 1.7 0.661